Density functional theory data (the ωB97M-V functional and the def2-TZVPD basis) for C37H49F2N5O2PbS2 as an isolated structure.

## Properties
Charge ... -2
Highest occupied orbital energy ... 0.00079 Eh
Electronic energy ... -83059.7187 eV
Molar mass ... 905.16 g/mol
Spin multiplicity ... 1
LUMO energy ... 4.118 eV
Energy relative to the best compared isomer or geometry (same formula, charge and spin) ... 311.6 kJ/mol

Geometry (Å):
1 Pb 0.46 -0.25 0.39
2 O -0.90 -0.72 3.63
3 N -0.50 -1.66 4.42
4 C -0.91 -1.66 5.71
5 C -0.55 -2.62 6.62
6 C 0.27 -3.67 6.19
7 C 0.70 -3.67 4.88
8 C 0.35 -2.66 3.95
9 S 0.94 -2.68 2.36
10 H -1.55 -0.83 5.95
11 H -0.91 -2.55 7.64
12 H 0.57 -4.46 6.87
13 H 1.33 -4.46 4.50
14 C 3.21 2.48 -3.06
15 C 2.02 1.67 -3.60
16 C 2.26 1.25 -5.05
17 C 0.75 2.47 -3.40
18 C 0.41 3.47 -4.23
19 C -0.82 4.22 -4.09
20 C -1.70 3.92 -3.12
21 C -1.41 2.92 -2.09
22 C -2.60 2.21 -1.45
23 C -3.64 1.84 -2.51
24 C -3.24 3.02 -0.32
25 C -0.12 2.08 -2.24
26 N -0.09 0.78 -1.78
27 C -0.23 -0.21 -2.77
28 C 0.02 -1.51 -2.53
29 N 0.60 -1.98 -1.37
30 C 0.48 -3.34 -1.08
31 C -0.79 -3.92 -0.81
32 C -0.88 -5.25 -0.42
33 C 0.25 -6.05 -0.32
34 C 1.48 -5.50 -0.63
35 C 1.62 -4.17 -1.01
36 C 3.01 -3.70 -1.40
37 C 3.06 -3.17 -2.84
38 C 3.57 -2.65 -0.44
39 C -2.05 -3.08 -0.85
40 C -3.06 -3.64 -1.86
41 C -2.67 -2.94 0.54
42 H 4.13 1.89 -3.12
43 H 3.05 2.77 -2.02
44 H 3.35 3.40 -3.65
45 H 1.94 0.77 -3.00
46 H 2.45 2.12 -5.69
47 H 1.40 0.71 -5.44
48 H 3.14 0.60 -5.10
49 H 1.06 3.72 -5.06
50 H -1.05 4.99 -4.81
51 H -2.66 4.42 -3.10
52 H -2.20 1.29 -1.03
53 H -4.17 2.72 -2.87
54 H -4.37 1.14 -2.09
55 H -3.16 1.36 -3.36
56 H -3.53 4.02 -0.66
57 H -2.53 3.12 0.50
58 H -4.13 2.51 0.06
59 H -0.58 0.08 -3.76
60 H -0.19 -2.23 -3.33
61 H -1.85 -5.67 -0.17
62 H 0.17 -7.08 0.01
63 H 2.37 -6.13 -0.59
64 H 3.66 -4.58 -1.36
65 H 2.47 -2.25 -2.92
66 H 2.65 -3.91 -3.54
67 H 4.09 -2.96 -3.14
68 H 3.00 -1.73 -0.53
69 H 4.62 -2.44 -0.66
70 H 3.50 -2.99 0.60
71 H -1.78 -2.08 -1.19
72 H -3.38 -4.65 -1.58
73 H -2.62 -3.69 -2.85
74 H -3.95 -3.00 -1.90
75 H -3.00 -3.91 0.93
76 H -3.54 -2.28 0.51
77 H -1.95 -2.52 1.24
78 N -0.39 1.78 2.12
79 C -0.81 2.54 2.87
80 N -1.32 3.43 3.74
81 C -0.85 3.30 5.13
82 C 0.45 4.06 5.31
83 O 0.32 5.42 4.90
84 C -0.05 5.50 3.53
85 C -1.38 4.82 3.28
86 H -0.72 2.24 5.36
87 H -1.62 3.72 5.78
88 H 1.24 3.57 4.72
89 H 0.75 4.08 6.36
90 H 0.72 5.03 2.90
91 H -0.10 6.56 3.28
92 H -1.63 4.83 2.22
93 H -2.17 5.32 3.85
94 F 2.81 2.07 0.80
95 C 2.77 0.72 0.40
96 F 3.69 0.10 1.25
97 H 3.25 0.71 -0.59
98 S -0.07 3.40 -0.91

In the Mulliken picture, each atom carries the following charge in e: atom 1 (Pb): 1.525, atom 2 (O): -0.577, atom 3 (N): 0.345, atom 4 (C): -0.176, atom 5 (C): -0.760, atom 6 (C): -0.214, atom 7 (C): -0.827, atom 8 (C): -0.163, atom 9 (S): -0.080, atom 10 (H): 0.368, atom 11 (H): 0.348, atom 12 (H): 0.329, atom 13 (H): 0.370, atom 14 (C): -1.568, atom 15 (C): 2.132, atom 16 (C): -1.910, atom 17 (C): -0.942, atom 18 (C): 0.257, atom 19 (C): -1.305, atom 20 (C): -0.450, atom 21 (C): -0.314, atom 22 (C): 1.406, atom 23 (C): -1.848, atom 24 (C): -1.375, atom 25 (C): 0.811, atom 26 (N): 0.917, atom 27 (C): -0.182, atom 28 (C): -1.181, atom 29 (N): 0.331, atom 30 (C): -0.720, atom 31 (C): 0.622, atom 32 (C): -0.020, atom 33 (C): -1.564, atom 34 (C): -0.891, atom 35 (C): 1.114, atom 36 (C): 0.308, atom 37 (C): -1.210, atom 38 (C): -0.746, atom 39 (C): 1.645, atom 40 (C): -1.828, atom 41 (C): -1.496, atom 42 (H): 0.418, atom 43 (H): 0.344, atom 44 (H): 0.319, atom 45 (H): -0.787, atom 46 (H): 0.369, atom 47 (H): 0.403, atom 48 (H): 0.420, atom 49 (H): 0.262, atom 50 (H): 0.317, atom 51 (H): 0.342, atom 52 (H): -0.032, atom 53 (H): 0.389, atom 54 (H): 0.416, atom 55 (H): 0.363, atom 56 (H): 0.256, atom 57 (H): 0.074, atom 58 (H): 0.459, atom 59 (H): 0.346, atom 60 (H): 0.036, atom 61 (H): 0.268, atom 62 (H): 0.319, atom 63 (H): 0.282, atom 64 (H): 0.537, atom 65 (H): -0.134, atom 66 (H): 0.366, atom 67 (H): 0.470, atom 68 (H): -0.487, atom 69 (H): 0.552, atom 70 (H): 0.192, atom 71 (H): -0.611, atom 72 (H): 0.308, atom 73 (H): 0.399, atom 74 (H): 0.434, atom 75 (H): 0.294, atom 76 (H): 0.400, atom 77 (H): 0.252, atom 78 (N): -0.309, atom 79 (C): 0.111, atom 80 (N): -0.005, atom 81 (C): -0.521, atom 82 (C): -0.470, atom 83 (O): -0.423, atom 84 (C): -0.522, atom 85 (C): -0.490, atom 86 (H): 0.278, atom 87 (H): 0.298, atom 88 (H): 0.341, atom 89 (H): 0.336, atom 90 (H): 0.340, atom 91 (H): 0.370, atom 92 (H): 0.252, atom 93 (H): 0.334, atom 94 (F): -0.313, atom 95 (C): -0.011, atom 96 (F): -0.345, atom 97 (H): 0.044, atom 98 (S): -0.328

Density functional theory data (the ωB97M-V functional and the def2-TZVPD basis) for C37H49N5O2S5SbSr as an isolated structure.

## Properties
Highest occupied orbital energy (spin up / spin down) ... -0.15076 / -0.24402 Eh
Electronic energy ... -112240.4450 eV
Molar mass ... 965.55 g/mol
Spin multiplicity ... 2
LUMO energy (spin up / spin down) ... 0.120 / 0.120 eV

Geometry (Å):
1 Sr 1.74 -1.60 1.60
2 C -4.82 3.10 0.38
3 C -3.72 4.06 0.40
4 S -2.23 3.50 0.98
5 C -1.00 4.62 0.23
6 C -1.05 4.37 -1.28
7 S -0.59 2.90 -1.99
8 C -0.85 3.30 -3.69
9 C -1.49 1.97 -4.44
10 S -3.44 1.80 -4.05
11 C -4.29 3.37 -3.39
12 C -5.29 3.05 -2.24
13 S -4.85 1.83 -0.93
14 H -5.79 3.70 0.32
15 H -4.86 2.41 1.40
16 H -4.23 4.78 1.10
17 H -3.53 4.50 -0.65
18 H 0.17 4.33 0.66
19 H -1.14 5.69 0.58
20 H -1.77 5.00 -1.89
21 H -5.40 3.99 -1.96
22 H 0.04 3.53 -3.97
23 H -1.70 4.43 -3.90
24 H -1.00 1.21 -3.97
25 H -1.38 2.21 -5.52
26 H -4.80 3.82 -4.19
27 H -3.29 3.75 -3.18
28 H -6.02 2.41 -2.83
29 H -1.71 2.04 -1.09
30 C 4.06 -2.27 3.92
31 C 4.78 -2.30 2.67
32 C 6.22 -2.16 2.80
33 C 6.93 -2.38 1.64
34 C 6.28 -2.66 0.38
35 C 4.92 -2.52 0.41
36 N 4.17 -2.48 1.57
37 Sb 3.98 -1.92 -1.29
38 C 2.33 -3.41 -1.25
39 C 1.72 -3.91 -2.47
40 C 0.77 -4.88 -2.26
41 C 0.56 -5.40 -1.07
42 C 0.97 -4.69 0.06
43 C 0.48 -5.25 1.43
44 N 1.82 -3.63 0.11
45 C 3.13 0.01 -0.46
46 C 3.57 0.70 0.61
47 C 3.40 2.06 0.72
48 C 2.82 2.76 -0.40
49 C 2.82 2.04 -1.64
50 C 2.85 2.56 -3.04
51 N 2.76 0.75 -1.61
52 H 3.17 -1.40 3.88
53 H 4.74 -2.27 4.59
54 H 3.62 -3.51 3.92
55 H 6.63 -2.17 3.72
56 H 8.02 -2.40 1.91
57 H 7.07 -2.86 -0.79
58 H 1.93 -3.32 -3.32
59 H 0.47 -5.48 -3.24
60 H -0.38 -5.83 -1.02
61 H -0.50 -5.25 1.66
62 H 0.72 -4.62 2.14
63 H 1.13 -6.06 1.59
64 H 3.98 0.18 1.46
65 H 3.50 2.61 1.61
66 H 2.46 3.75 -0.33
67 H 3.05 1.77 -3.64
68 H 3.66 3.18 -3.14
69 H 2.05 3.15 -3.36
70 O 1.39 0.08 3.31
71 N 0.32 0.31 3.88
72 C 0.26 1.49 4.51
73 C -0.88 2.05 5.00
74 C -2.12 1.32 4.83
75 C -2.01 -0.03 4.42
76 C -0.72 -0.59 3.95
77 S -0.44 -2.19 3.50
78 H 1.26 1.84 4.57
79 H -0.93 2.94 5.62
80 H -3.13 1.79 4.78
81 H -2.89 -0.67 4.39
82 O 0.37 -0.90 -0.34
83 C -0.68 -0.93 -0.87
84 C -1.85 -0.27 -0.10
85 C -2.50 -1.37 0.71
86 C -2.39 -2.74 0.14
87 C -2.76 -2.89 -1.34
88 C -2.23 -1.93 -2.35
89 N -0.86 -1.53 -2.06
90 H -2.45 0.29 -0.79
91 H -1.22 0.37 0.48
92 H -3.65 -1.06 1.01
93 H -2.29 -1.39 1.80
94 H -3.26 -3.47 0.83
95 H -1.27 -3.12 0.21
96 H -3.80 -2.80 -1.34
97 H -2.33 -3.78 -1.71
98 H -2.89 -1.01 -2.36
99 H -2.22 -2.31 -3.41
100 H -0.19 -2.12 -2.26

Results of the Mulliken charge analysis, in e, for atoms 1 through 99: atom 1 (Sr): 0.418, atom 2 (C): -0.918, atom 3 (C): -0.077, atom 4 (S): 0.098, atom 5 (C): -0.444, atom 6 (C): -0.948, atom 7 (S): 0.920, atom 8 (C): -1.442, atom 9 (C): -0.666, atom 10 (S): -0.202, atom 11 (C): -0.136, atom 12 (C): -1.039, atom 13 (S): 0.071, atom 14 (H): 0.473, atom 15 (H): 0.240, atom 16 (H): 0.287, atom 17 (H): -0.010, atom 18 (H): 0.071, atom 19 (H): 0.428, atom 20 (H): 0.282, atom 21 (H): 0.605, atom 22 (H): 0.998, atom 23 (H): 0.391, atom 24 (H): 0.474, atom 25 (H): 0.432, atom 26 (H): 0.591, atom 27 (H): -0.540, atom 28 (H): 0.409, atom 29 (H): -0.256, atom 30 (C): -1.441, atom 31 (C): 1.257, atom 32 (C): -1.210, atom 33 (C): -0.278, atom 34 (C): -0.925, atom 35 (C): -0.389, atom 36 (N): 0.394, atom 37 (Sb): 0.626, atom 38 (C): -0.318, atom 39 (C): -1.324, atom 40 (C): 0.197, atom 41 (C): -0.932, atom 42 (C): 0.980, atom 43 (C): -2.401, atom 44 (N): 0.442, atom 45 (C): -0.255, atom 46 (C): 1.059, atom 47 (C): -1.329, atom 48 (C): -0.483, atom 49 (C): 0.263, atom 50 (C): -1.414, atom 51 (N): -0.226, atom 52 (H): 0.147, atom 53 (H): 0.904, atom 54 (H): 0.165, atom 55 (H): 0.560, atom 56 (H): 0.294, atom 57 (H): 0.125, atom 58 (H): 0.487, atom 59 (H): 0.135, atom 60 (H): 0.324, atom 61 (H): 0.591, atom 62 (H): 0.667, atom 63 (H): 0.429, atom 64 (H): 0.255, atom 65 (H): 0.511, atom 66 (H): 0.607, atom 67 (H): 0.435, atom 68 (H): 0.475, atom 69 (H): 0.187, atom 70 (O): -0.747, atom 71 (N): 0.514, atom 72 (C): -0.246, atom 73 (C): -0.911, atom 74 (C): -0.338, atom 75 (C): -0.584, atom 76 (C): 0.435, atom 77 (S): -0.419, atom 78 (H): 0.530, atom 79 (H): 0.411, atom 80 (H): 0.379, atom 81 (H): 0.411, atom 82 (O): 0.798, atom 83 (C): -0.311, atom 84 (C): 0.356, atom 85 (C): -0.172, atom 86 (C): 0.192, atom 87 (C): -1.138, atom 88 (C): -0.482, atom 89 (N): -0.179, atom 90 (H): -0.164, atom 91 (H): 0.265, atom 92 (H): 0.215, atom 93 (H): -0.494, atom 94 (H): 0.362, atom 95 (H): -0.420, atom 96 (H): 0.564, atom 97 (H): 0.267, atom 98 (H): -0.090, atom 99 (H): 0.518

Q: Among the records above, which one has the lowest molar mass?
A: C37H49F2N5O2PbS2